The following is a DFT calculation (ωB97M-V/def2-TZVPD) of C4H7NO3 in the gas phase in a non-equilibrium geometry.

```
15
Properties=species:S:1:pos:R:3
C -0.328 1.578 -0.470
C 0.354 0.472 -0.151
C -0.165 -0.768 0.508
C -1.731 -0.822 0.781
O -2.210 -1.087 1.868
O -2.511 -0.595 -0.304
N 1.800 0.452 -0.335
O 2.486 -0.752 -0.425
H 0.175 2.414 -0.951
H -1.358 1.753 -0.176
H 0.042 -1.652 -0.106
H 0.310 -0.899 1.487
H -1.990 -0.435 -1.113
H 2.134 1.133 -1.022
H 2.994 -0.791 0.410
```

Summary:
- energy (eV) = -11891.9557
- relative energy (zero: lowest compared OMol25 entry of this formula, charge and spin) (kcal/mol) = 76.60
- total charge = 0
- orbital gap (eV) = 9.5

=====

The following is a DFT calculation (ωB97M-V/def2-TZVPD) of C4H7NO3 in the gas phase in a non-equilibrium geometry.

```
15
Properties=species:S:1:pos:R:3
C -1.655 0.373 0.946
C -0.747 0.940 0.171
C -0.066 0.013 -0.793
O 0.086 0.520 -2.061
O -0.646 -1.218 -0.700
N 1.367 -0.144 -0.438
C 1.770 -0.491 0.796
O 1.084 -0.570 1.757
H -2.224 0.946 1.688
H -1.930 -0.725 0.978
H -0.435 1.939 0.297
H -0.843 0.546 -2.438
H -0.514 -1.519 0.230
H 1.950 0.086 -1.289
H 2.804 -0.696 0.856
```

Summary:
- energy (eV) = -11892.7778
- relative energy (zero: lowest compared OMol25 entry of this formula, charge and spin) (kcal/mol) = 57.64
- total charge = 0
- orbital gap (eV) = 10.4

=====

The following is a DFT calculation (ωB97M-V/def2-TZVPD) of C4H7NO3 in the gas phase in a non-equilibrium geometry.

```
15
Properties=species:S:1:pos:R:3
C -1.190 0.547 -0.265
O -2.418 0.089 0.163
O -1.274 0.841 -1.615
O -0.536 1.426 0.471
H -3.061 0.736 -0.163
H -0.605 1.525 -1.768
C 0.821 0.177 1.063
C 0.112 -1.785 -0.582
C 2.108 0.439 0.821
N -0.069 -0.676 -0.011
H 0.442 -0.030 2.055
H -0.423 -2.011 -1.505
H 0.825 -2.480 -0.134
H 2.493 0.571 -0.182
H 2.773 0.631 1.652
```

Summary:
- energy (eV) = -11890.3759
- relative energy (zero: lowest compared OMol25 entry of this formula, charge and spin) (kcal/mol) = 113.03
- total charge = 0
- orbital gap (eV) = 8.1

=====

The following is a DFT calculation (ωB97M-V/def2-TZVPD) of C4H7NO3 in the gas phase in a non-equilibrium geometry.

```
15
Properties=species:S:1:pos:R:3
C -1.428 -0.873 0.285
C 0.735 1.690 -0.778
C -0.422 -0.703 1.386
N -1.023 -1.293 -0.855
C 0.930 -0.286 0.833
O 0.198 1.160 0.404
O -0.720 -0.845 2.545
O 1.354 -0.984 -0.188
H -2.471 -0.681 0.528
H -1.692 -1.423 -1.605
H 0.252 -1.266 -0.855
H 1.665 0.004 1.591
H 1.830 1.655 -0.755
H 0.388 2.722 -0.872
H 0.405 1.121 -1.664
```

Summary:
- energy (eV) = -11891.3374
- relative energy (zero: lowest compared OMol25 entry of this formula, charge and spin) (kcal/mol) = 90.86
- total charge = 0
- orbital gap (eV) = 8.6

=====

The following is a DFT calculation (ωB97M-V/def2-TZVPD) of C4H7NO3 in the gas phase.

```
15
Properties=species:S:1:pos:R:3
C 0.001 -0.040 -0.791
C 0.451 -1.376 -1.378
C -1.141 -0.649 0.575
N -2.156 -1.238 0.407
H 0.880 0.621 -0.788
H -0.745 0.466 -1.402
H 0.973 -1.228 -2.328
H -0.412 -2.022 -1.544
H 1.133 -1.895 -0.701
C 0.188 0.850 1.240
O 1.422 1.023 1.638
O -0.473 1.984 1.024
O -0.413 -0.239 1.727
H -1.396 1.791 0.788
H 1.688 1.951 1.534
```

Summary:
- energy (eV) = -11889.2975
- relative energy (zero: lowest compared OMol25 entry of this formula, charge and spin) (kcal/mol) = 137.90
- total charge = 0
- orbital gap (spin up / spin down) (eV) = 7.6 / 7.6

=====

The following is a DFT calculation (ωB97M-V/def2-TZVPD) of C4H7NO3 in the gas phase in a non-equilibrium geometry.

```
15
Properties=species:S:1:pos:R:3
C -1.736 -0.610 0.750
C 0.189 1.015 -0.352
C 0.696 -0.478 -0.417
C -0.697 -0.179 -0.191
N 1.641 -1.076 0.455
O 0.290 1.752 -1.514
O 0.323 1.767 0.810
O 0.304 -0.971 -1.625
H 0.117 2.690 0.598
H 0.588 1.118 -2.198
H 2.583 -0.730 0.315
H 1.666 -2.084 0.349
H -1.304 -0.690 1.755
H -2.575 0.086 0.796
H -2.085 -1.608 0.470
```

Summary:
- energy (eV) = -11889.7257
- relative energy (zero: lowest compared OMol25 entry of this formula, charge and spin) (kcal/mol) = 128.03
- total charge = 0
- orbital gap (eV) = 8.4

=====

The following is a DFT calculation (ωB97M-V/def2-TZVPD) of a molecular structure, C4H7NO3 in a non-equilibrium geometry.

```
15
Properties=species:S:1:pos:R:3
C -0.503 -0.719 -0.273
C -0.798 -1.383 1.069
C -0.068 0.722 -0.025
C 1.075 1.180 -0.892
O 1.594 0.703 0.755
O -1.627 -0.699 -1.140
N 1.678 1.471 -1.873
O -0.821 1.582 0.431
H 1.442 1.439 1.365
H -2.275 -0.089 -0.759
H 0.274 -1.274 -0.800
H 2.644 1.710 -2.036
H 0.116 -1.455 1.658
H -1.540 -0.806 1.625
H -1.192 -2.383 0.894
```

Summary:
- energy (eV) = -11891.1106
- relative energy (zero: lowest compared OMol25 entry of this formula, charge and spin) (kcal/mol) = 96.09
- total charge = 0
- orbital gap (eV) = 10.2

=====

The following is a DFT calculation (ωB97M-V/def2-TZVPD) of 2 unconnected molecules or ions with the total composition C4H7NO3 in a non-equilibrium geometry.

```
15
Properties=species:S:1:pos:R:3
C 2.261 1.422 0.263
C 1.499 0.151 0.339
N 2.057 -0.966 0.041
O 3.199 -1.206 -0.349
O 1.220 -2.098 0.175
H 3.251 1.226 -0.145
H 1.746 2.135 -0.381
H 2.361 1.871 1.249
H 0.475 0.115 0.666
H 1.758 -2.861 -0.096
C -3.847 -0.868 -0.409
C -2.775 -0.652 0.270
O -1.808 -0.430 0.876
H -4.292 -1.840 -0.472
H -4.326 -0.066 -0.936
```

Summary:
- energy (eV) = -11889.7026
- relative energy (zero: lowest compared OMol25 entry of this formula, charge and spin) (kcal/mol) = 128.56
- total charge = 0
- orbital gap (eV) = 9.5

=====

The following is a DFT calculation (ωB97M-V/def2-TZVPD) of C4H7NO3 in the gas phase in a non-equilibrium geometry.

```
15
Properties=species:S:1:pos:R:3
C 0.460 1.281 -0.249
C -0.937 -0.892 0.298
C -0.381 0.134 -0.689
C 1.662 0.838 0.749
N 2.514 -0.132 0.002
O 0.360 2.477 -0.512
O 3.582 -0.425 0.510
O 2.083 -0.579 -1.035
H -1.342 -0.310 1.182
H 0.007 -1.510 0.701
H -1.759 -1.532 -0.013
H 0.219 -0.385 -1.407
H -1.180 0.525 -1.273
H 2.220 1.700 1.109
H 1.365 0.320 1.676
```

Summary:
- expectation value of S² = 2.01
- energy (eV) = -11886.4253
- relative energy (zero: lowest compared OMol25 entry of this formula, charge and spin) (kcal/mol) = 93.98
- spin multiplicity = 3
- total charge = 0
- orbital gap (spin up / spin down) (eV) = 6.6 / 8.2

=====

The following is a DFT calculation (ωB97M-V/def2-TZVPD) of 2 unconnected molecules or ions with the total composition C4H7NO3P in a non-equilibrium geometry.

```
16
Properties=species:S:1:pos:R:3
C -2.237 -0.289 0.443
C 0.457 0.583 -1.200
C 0.959 0.394 0.186
C 1.885 -0.849 0.238
N 3.057 -0.841 0.686
O -1.530 -1.196 0.852
O -3.066 -0.122 -0.549
O -4.053 1.483 1.515
P -2.948 1.404 0.550
H -0.393 1.253 -1.274
H 1.220 0.736 -1.966
H 0.126 -0.443 -1.458
H 1.702 1.271 0.409
H 0.108 0.208 0.941
H 1.253 -1.838 -0.082
H 3.459 -1.754 0.709
```

Summary:
- energy (eV) = -21183.7775
- relative energy (zero: lowest compared OMol25 entry of this formula, charge and spin) (kcal/mol) = 51.72
- total charge = -1
- orbital gap (eV) = 7.4

=====

The following is a DFT calculation (ωB97M-V/def2-TZVPD) of C4H7NO4 in the gas phase in a non-equilibrium geometry.

```
16
Properties=species:S:1:pos:R:3
N 1.596 1.484 0.359
C 0.609 0.375 0.369
C -0.704 0.560 -0.419
C -1.791 -0.302 0.125
O -1.607 -0.825 1.225
O -2.994 -0.227 -0.516
C 1.157 -0.944 0.019
O 0.441 -1.954 -0.129
O 2.468 -1.024 -0.095
H 2.457 1.023 0.037
H 1.267 2.273 -0.192
H 0.024 0.223 1.372
H -1.224 1.512 -0.288
H -0.825 0.414 -1.520
H -3.599 -0.695 0.197
H 2.724 -1.891 -0.543
```

Summary:
- energy (eV) = -13941.1686
- relative energy (zero: lowest compared OMol25 entry of this formula, charge and spin) (kcal/mol) = 33.86
- total charge = 0
- orbital gap (eV) = 10.0

=====

The following is a DFT calculation (ωB97M-V/def2-TZVPD) of C4H7NO4S2 in the gas phase in a non-equilibrium geometry.

```
18
Properties=species:S:1:pos:R:3
C -1.007 -1.087 -0.206
C -0.024 -0.255 -0.022
C 2.070 -0.773 1.446
C -0.644 2.061 -1.334
N -2.412 -0.850 0.032
O -2.656 0.318 0.377
O -3.198 -1.777 -0.126
O 1.568 -2.235 -0.722
O 1.407 1.788 0.223
S 1.648 -0.847 -0.338
S -0.064 1.547 0.300
H -0.975 -2.153 -0.495
H 1.725 0.241 1.774
H 3.035 -0.875 1.426
H 1.474 -1.488 2.032
H 0.049 1.472 -1.969
H -0.256 3.072 -1.185
H -1.739 1.840 -1.213
```

Summary:
- energy (eV) = -35605.5083
- relative energy (zero: lowest compared OMol25 entry of this formula, charge and spin) (kcal/mol) = 73.55
- total charge = 0
- orbital gap (eV) = 8.1

=====

The following is a DFT calculation (ωB97M-V/def2-TZVPD) of C4H7NO5 in the gas phase in a non-equilibrium geometry.

```
17
Properties=species:S:1:pos:R:3
C 0.908 0.003 1.340
C -0.773 -0.132 -0.692
C 0.678 -0.018 -0.105
C -1.647 0.958 0.113
N 1.388 0.754 -0.935
O 1.319 -1.034 2.037
O 0.641 1.097 1.893
O -1.259 -1.376 -0.351
O 0.860 -1.986 -0.260
O -0.316 -2.292 -0.865
H -0.840 0.203 -1.762
H -2.645 1.000 -0.506
H -1.235 1.857 -0.178
H -1.668 0.868 1.192
H 2.266 1.067 -0.560
H 1.241 -1.885 1.517
H 1.081 0.915 -1.879
```

Summary:
- energy (eV) = -15982.5047
- relative energy (zero: lowest compared OMol25 entry of this formula, charge and spin) (kcal/mol) = 171.27
- total charge = 0
- orbital gap (eV) = 9.5

=====

The following is a DFT calculation (ωB97M-V/def2-TZVPD) of C4H7NOS in the gas phase in a non-equilibrium geometry.

```
14
Properties=species:S:1:pos:R:3
C -1.610 -0.870 -0.327
C -0.611 -0.002 0.088
C -0.608 1.436 0.661
N 0.724 -0.236 -0.255
O 1.431 0.767 -0.800
C 1.525 -1.322 -0.005
S 1.205 -2.738 0.839
H -1.241 -1.849 -0.614
H -2.673 -0.496 -0.109
H -1.458 1.639 1.595
H -0.683 2.127 -0.337
H 0.629 1.301 1.138
H 0.818 1.223 -1.605
H 2.553 -0.981 -0.268
```

Summary:
- energy (eV) = -18628.7980
- relative energy (zero: lowest compared OMol25 entry of this formula, charge and spin) (kcal/mol) = 132.64
- total charge = 0
- orbital gap (eV) = 8.5

=====

The following is a DFT calculation (ωB97M-V/def2-TZVPD) of C4H7NOS in the gas phase in a non-equilibrium geometry.

```
14
Properties=species:S:1:pos:R:3
C 1.930 1.168 0.055
O 0.550 0.512 -0.050
C 0.543 -0.842 0.031
S 1.973 -1.696 -0.018
N -0.761 -1.301 -0.133
C -1.572 -0.311 -0.687
C -1.728 -0.557 0.680
H 1.607 2.193 -0.326
H 2.295 1.238 1.113
H 2.502 0.693 -0.792
H -2.303 -0.757 -1.341
H -1.017 0.572 -1.038
H -1.397 0.235 1.538
H -2.621 -1.147 0.970
```

Summary:
- energy (eV) = -18631.0709
- relative energy (zero: lowest compared OMol25 entry of this formula, charge and spin) (kcal/mol) = 80.22
- total charge = 0
- orbital gap (eV) = 9.2

=====

The following is a DFT calculation (ωB97M-V/def2-TZVPD) of C4H7NOS in the gas phase in a non-equilibrium geometry.

```
14
Properties=species:S:1:pos:R:3
C 1.398 -1.112 0.292
O 1.091 0.253 0.617
C 0.095 0.759 -0.157
C -0.958 1.802 0.203
N -1.404 0.449 0.020
C -2.487 -0.291 -0.231
S -4.133 -0.225 0.161
H 1.639 -1.331 -0.680
H 0.466 -1.831 0.373
H 2.150 -1.316 0.911
H 0.449 0.922 -1.265
H -1.027 2.137 1.155
H -1.302 2.572 -0.531
H -2.090 -1.335 -0.728
```

Summary:
- energy (eV) = -18630.4874
- relative energy (zero: lowest compared OMol25 entry of this formula, charge and spin) (kcal/mol) = 93.68
- total charge = 0
- orbital gap (eV) = 8.7

=====

The following is a DFT calculation (ωB97M-V/def2-TZVPD) of C4H7NOS in the gas phase in a non-equilibrium geometry.

```
14
Properties=species:S:1:pos:R:3
C -1.439 -1.501 -0.059
C -0.721 -0.107 0.107
N -1.252 1.036 -0.041
O -2.560 0.927 -0.389
C 0.607 -0.092 0.681
C 1.581 0.996 0.462
S 2.036 -0.579 -0.369
H -2.409 -1.429 0.320
H -1.480 -1.872 -1.108
H -0.816 -2.190 0.561
H -2.905 1.818 -0.344
H 0.633 -0.632 1.656
H 2.226 1.336 1.238
H 1.250 1.791 -0.169
```

Summary:
- energy (eV) = -18631.9937
- relative energy (zero: lowest compared OMol25 entry of this formula, charge and spin) (kcal/mol) = 58.94
- total charge = 0
- orbital gap (eV) = 9.7